Density functional theory data (ωB97M-V/def2-TZVPD) for a structure of composition C41H52BClMoN10OS4.

XYZ file:
```
111
Properties=species:S:1:pos:R:3:forces:R:3
Mo -0.351915 0.026661 0.040511 -0.03 0.12 0.05
Cl -5.384011 3.473136 3.927131 0.00 0.01 0.00
S 2.128573 -0.687948 -0.234098 -0.04 -0.20 0.04
S 0.256371 0.053833 2.488844 0.00 -0.02 -0.03
S -0.388042 3.752686 1.911857 -0.06 0.02 -0.06
S -0.002793 -2.669512 -2.229083 -0.01 -0.08 0.02
O -2.155894 -0.199084 0.698437 0.04 0.01 -0.04
N -0.910000 -1.659533 4.297652 -0.14 -0.02 -0.01
N -0.517132 -2.577957 2.348308 -0.04 -0.02 0.02
N -0.841305 1.961214 -0.318551 0.05 -0.30 -0.01
N 1.778383 2.860795 0.565380 0.06 0.02 0.01
N 3.405486 -3.098107 0.083009 0.00 0.00 0.00
N -1.247789 -3.458488 0.035669 0.03 0.02 0.01
N -0.410156 0.052483 -1.941223 -0.04 0.02 -0.03
N 1.292665 -3.196398 0.634137 0.05 0.00 -0.03
N -2.532721 -3.829558 -1.705736 0.00 0.08 0.03
N 2.008970 3.283669 2.808888 -0.03 0.01 0.00
C -4.420119 2.410360 2.964378 -0.01 -0.01 0.00
C -1.132601 -3.023176 4.418449 0.03 0.03 0.01
C -0.563295 2.392060 -1.616192 0.04 0.02 -0.03
C 2.272627 -2.364340 0.192391 -0.01 -0.05 0.00
C 5.731849 -3.818868 -0.315823 0.00 0.00 0.00
C 4.654812 -2.198183 -1.853332 0.00 -0.01 0.00
C 3.121967 -4.404247 0.455778 0.01 0.02 0.00
C -1.313670 0.721638 5.066459 -0.02 0.00 0.02
C -1.359063 -3.297979 -1.304590 0.05 -0.06 0.01
C 5.274902 -1.534391 0.520696 0.02 0.00 0.00
C 0.334404 -0.823962 -4.137312 -0.03 0.14 -0.01
C -0.099119 3.939539 -3.393663 -0.03 0.00 0.06
C 0.133542 1.570511 -3.796863 0.00 0.02 -0.08
C -0.299681 1.328146 -2.493544 0.08 0.08 0.08
C -3.188984 -4.284732 -0.585741 0.00 -0.01 0.00
C -3.902467 0.212510 2.191246 0.01 -0.01 0.01
C -2.406367 -1.188608 6.182114 0.02 0.01 0.00
C 3.714465 1.941016 1.744329 0.01 -0.01 -0.04
C 3.443831 2.995814 2.802197 -0.01 -0.02 0.01
C -4.086938 -5.090337 -3.141972 0.00 -0.01 -0.03
C -2.171487 -3.944112 -4.196649 0.02 0.03 0.02
C -3.396685 2.917535 2.194524 0.02 0.01 -0.03
C -1.123682 -0.736543 5.477903 0.03 0.01 0.01
C -0.485188 -1.407923 3.043132 0.16 -0.05 0.04
C -2.844997 0.706351 1.420418 -0.07 0.01 -0.02
C -3.196047 -3.848606 -3.069286 -0.02 -0.05 -0.02
C 1.824052 -4.461584 0.795528 -0.01 0.01 0.03
C 0.568867 0.412210 -4.573779 -0.01 -0.07 0.07
C -0.886099 -3.585745 3.224595 0.00 0.02 -0.03
C -4.052203 -2.587646 -3.175525 -0.01 0.00 0.02
C -4.685629 1.045034 2.960102 0.01 0.01 0.03
C 3.165497 2.406096 0.408681 0.08 0.12 -0.06
C -0.475256 3.705645 -2.075251 0.01 0.00 -0.07
C 1.253332 3.239001 1.717743 0.07 -0.02 -0.08
C -0.511871 -1.035619 -2.900287 -0.01 0.04 -0.14
C -1.541871 2.758743 0.573045 0.08 0.16 0.20
C 0.220489 2.885893 -4.240805 0.00 -0.03 0.01
C -2.395243 -4.060389 0.483852 0.02 0.00 -0.03
C -2.584161 2.083814 1.420519 -0.04 -0.06 -0.01
C 0.088280 -0.884030 6.391742 0.02 0.00 0.00
C 4.761001 -2.642943 -0.395531 0.01 -0.02 -0.01
B -0.139837 -2.747023 0.877606 -0.03 0.09 0.07
H 5.850153 -4.187097 0.703940 0.00 0.00 -0.01
H -2.581679 -4.271815 1.519174 -0.01 0.01 0.01
H 3.169179 1.596241 -0.321505 0.05 0.13 0.06
H -1.433345 -3.478621 5.341995 -0.02 0.00 -0.01
H -1.559171 -1.127992 -3.207627 -0.01 -0.09 0.05
H -3.227208 3.988611 2.191754 0.00 0.00 0.01
H 1.206092 2.934735 -0.264733 0.01 0.04 0.08
H 4.005731 3.912015 2.608986 -0.01 0.00 -0.01
H 6.705500 -3.466361 -0.651657 0.00 0.00 0.00
H 1.115330 0.578151 -5.493899 -0.01 0.00 0.00
H 0.555400 3.086368 -5.250639 0.00 -0.01 0.00
H 3.712980 2.636442 3.792791 0.00 0.01 0.01
H 3.236759 1.002874 2.034410 -0.02 -0.03 -0.02
H -1.437876 -4.727463 -4.008400 0.00 0.00 -0.01
H -4.161529 -4.734806 -0.627524 0.01 0.01 0.00
H -0.926124 -4.621448 2.935696 -0.01 0.00 0.01
H 4.006348 -1.334312 -1.976764 0.00 0.00 0.00
H 4.785745 1.765948 1.655251 0.00 0.00 0.00
H -3.249428 -1.188410 5.489332 0.00 0.00 0.01
H -4.894805 -2.629971 -2.484236 0.01 0.01 0.01
H -4.092840 -0.853303 2.158422 0.00 0.01 0.00
H 5.441417 -4.640253 -0.971591 0.00 0.01 0.00
H -0.034617 4.957198 -3.753130 0.01 0.00 0.00
H -4.446881 -2.502682 -4.187707 -0.01 -0.01 0.01
H -5.501862 0.653353 3.551846 0.00 0.00 -0.01
H 5.337179 -1.888749 1.550853 -0.01 0.00 0.00
H -0.067666 -1.701247 0.355909 -0.16 -0.08 -0.12
H -0.394967 1.186839 4.724112 0.00 -0.01 0.02
H -3.515595 -6.004765 -2.978420 0.00 0.01 0.01
H 3.864211 -5.177697 0.455467 -0.01 0.00 0.00
H -3.481772 -1.686152 -2.952348 0.01 -0.01 -0.03
H 3.762849 3.227077 0.006878 -0.01 0.03 0.01
H -2.712195 -4.201407 -5.106321 0.00 0.01 0.00
H -2.322091 -2.170853 6.644182 0.01 0.00 -0.01
H -2.073373 0.831693 4.291980 0.00 0.00 -0.02
H -2.625155 -0.482352 6.980978 0.00 0.00 0.00
H -4.513753 -5.134953 -4.142407 0.01 -0.01 0.00
H -1.649161 -3.011230 -4.389023 0.00 0.02 0.02
H 0.998126 -0.567443 5.879488 0.00 0.00 -0.01
H 4.644702 -0.649457 0.489033 -0.02 0.00 -0.01
H 6.277275 -1.253026 0.197462 0.00 0.00 0.00
H -0.685384 4.542189 -1.418557 0.00 -0.02 0.01
H 1.550788 3.537094 3.669541 0.00 -0.02 0.01
H -4.926050 -5.055890 -2.449675 0.01 0.00 -0.01
H -1.652470 1.258029 5.952929 -0.02 0.00 -0.01
H 5.649510 -1.936250 -2.213878 0.00 0.01 0.00
H 0.674245 -1.693722 -4.685234 -0.03 -0.01 0.00
H 4.276636 -3.014639 -2.470939 0.00 0.00 0.00
H 0.215408 -1.915414 6.724394 0.00 0.01 0.00
H 1.236404 -5.294842 1.139208 0.00 0.00 -0.01
H -0.044316 -0.259292 7.274999 0.00 0.00 0.00
H -1.969004 3.637833 0.094484 -0.04 -0.03 -0.05
```
Positions in Å, forces in eV/Å.

Summary:
Multiplicity: 3
HOMO (alpha / beta) in eV: -11.957 / -12.099
Charge: +2
Molecular weight in g/mol: 971.409

Density functional theory data (ωB97M-V/def2-TZVPD) for a structure of composition C41H52FeN5P4S.

XYZ file:
```
104
Properties=species:S:1:pos:R:3:forces:R:3
Fe 0.154818 -1.338016 0.334096 0.12 0.36 0.10
S -2.191264 -1.829526 0.414842 0.11 0.12 0.20
P 2.980636 -1.614267 0.859441 0.35 -0.48 0.01
P 0.630313 -3.772263 0.358383 -0.36 -0.89 0.16
P 0.058606 2.318436 0.101610 0.34 -0.28 -0.16
P -0.042202 0.059584 -1.831053 0.73 0.24 0.59
N 1.319514 1.613714 1.000961 -0.65 -0.05 -0.31
N -3.238483 -2.157388 2.848157 0.03 -0.11 -0.72
N -1.265086 -1.026341 2.880536 -0.15 0.10 -0.05
N 0.257570 1.746589 -1.454206 0.03 0.42 -0.55
N -0.306170 -0.379507 2.196305 -0.54 -0.69 -0.58
C -0.545967 4.830048 -0.841260 -0.24 0.51 -0.01
C 0.212419 6.849044 0.202786 -0.65 0.42 -0.48
C -1.968337 -1.311404 -3.071206 -0.95 0.60 -0.72
C 0.923313 6.131843 1.136870 0.17 -0.23 0.51
C -2.053521 1.065495 -3.502691 -0.46 0.52 -0.25
C 2.585815 1.924386 0.410261 0.42 0.27 0.71
C -3.616074 -0.393708 -4.574567 -0.54 0.47 -0.35
C 0.040437 -4.550406 1.904545 0.63 0.47 0.20
C 2.360647 -4.345778 0.284570 -0.10 -0.26 -0.36
C 0.206198 4.095984 0.073286 0.42 -0.05 0.30
C -4.355274 -2.860148 2.226563 0.08 -0.71 -0.01
C 0.543184 0.052382 4.451288 -0.23 0.17 0.06
C 1.095488 -0.025676 -4.433180 -0.07 -0.29 -0.44
C 0.921878 2.610842 -2.506528 -0.71 -0.55 0.47
C 2.285615 2.100775 3.180048 -0.39 0.33 0.22
C 0.525546 0.341652 2.962782 0.31 0.05 0.95
C 0.948789 4.743422 1.067081 -0.18 0.11 -0.07
C -0.179644 -4.711794 -0.960332 -1.00 0.50 -0.08
C 2.484541 -1.867414 -5.133590 0.28 -0.69 0.50
C -4.077765 1.846718 1.906080 0.19 -0.04 -0.48
C -3.047672 -1.471396 -3.936295 0.27 -0.69 0.43
C 3.251571 -3.444759 1.126921 0.21 0.26 -0.03
C 1.114591 -0.472273 -3.116097 0.58 -0.21 0.05
C -2.211590 -1.644399 2.150631 0.16 -0.05 0.04
C 1.778875 -0.724347 -5.430771 -0.46 0.81 0.42
C 1.833418 -1.628996 -2.831273 0.10 -0.67 0.01
C -3.879019 1.445836 0.588887 0.17 0.03 0.01
C 3.313708 2.729782 2.582598 0.01 -0.05 -0.13
C -0.540054 6.216661 -0.793668 0.34 -0.14 0.11
C -1.490061 -0.024105 -2.870433 0.00 -0.12 0.38
C 1.327592 1.327662 2.417025 0.33 -0.13 0.03
C -3.134974 0.891303 -4.361952 0.12 -0.15 0.48
C -1.752617 2.392004 2.114065 -0.09 0.00 -0.39
C 2.489582 -2.355646 -3.826453 -0.29 0.92 -0.33
C -2.610805 1.517784 0.018222 0.33 0.18 0.28
C -3.012920 2.334820 2.664013 -0.05 -0.37 -0.12
C -1.538553 1.980139 0.788769 -0.37 -0.08 0.11
C 4.257304 -1.326654 -0.417558 -0.26 0.39 -0.08
C -5.541744 -1.993545 1.903637 -0.46 0.86 0.47
C 3.923618 -1.029615 2.308906 -0.77 0.42 0.09
C 3.536614 2.487038 1.178511 0.97 0.02 -0.88
H 4.891591 -1.499833 2.329357 0.37 -0.33 0.13
H 0.529870 -4.035296 2.747708 -0.19 -0.26 -0.18
H -1.275268 -4.561619 -0.853287 0.59 0.00 -0.13
H 3.362189 -1.228458 3.226835 0.17 0.02 -0.06
H -1.690691 2.069818 -3.294326 -0.09 -0.17 -0.03
H 0.213568 2.857212 -3.292804 0.04 0.04 -0.04
H 1.744496 2.060996 -2.915170 0.42 -0.34 -0.31
H 3.976018 3.362759 3.162336 0.05 -0.13 -0.17
H 3.041239 -3.624710 2.183086 0.02 -0.03 0.07
H -1.024139 -4.411643 2.006281 -0.38 0.00 0.01
H 2.388247 -5.390121 0.628756 0.05 0.25 -0.01
H -0.398023 0.349491 4.927528 0.06 -0.06 -0.19
H -1.171057 4.342183 -1.572567 -0.04 -0.19 -0.15
H -5.352300 -1.194454 1.176310 0.29 -0.39 -0.05
H 1.315654 3.514878 -2.084676 0.03 0.36 0.32
H 3.021685 -2.427472 -5.893968 -0.19 0.17 -0.02
H -2.455414 1.234364 -1.014379 -0.15 -0.02 0.11
H 2.623747 -4.395868 -0.782028 0.20 0.27 0.20
H 1.702726 -0.365009 -6.437560 0.10 0.09 -0.37
H 1.517113 4.201889 1.814172 -0.12 -0.10 -0.17
H 4.119625 -1.966079 -1.280917 0.09 -0.25 -0.07
H 2.159680 2.260509 4.245677 -0.12 -0.29 -0.11
H 1.417555 6.641703 1.968755 -0.02 -0.17 -0.44
H -3.256625 -2.056879 3.847472 0.27 0.25 0.20
H -3.138898 2.631621 3.691061 -0.19 0.11 0.13
H -3.490712 -2.450245 -4.063365 0.10 -0.06 -0.08
H 4.070601 0.042745 2.217466 0.00 0.13 0.09
H -4.702204 1.070986 -0.012568 0.07 0.09 0.14
H 4.191884 -0.304832 -0.782111 0.06 0.16 -0.01
H 0.174892 7.927302 0.263850 0.10 0.07 0.01
H -1.103788 6.799597 -1.524765 0.15 -0.20 0.31
H 1.341514 0.571586 4.980253 0.01 -0.22 -0.17
H 0.135852 -4.264612 -1.904159 -0.06 -0.16 -0.15
H -4.488341 -0.548543 -5.206765 0.21 0.05 0.08
H -5.864114 -1.469923 2.809055 -0.16 -0.13 0.00
H 0.620857 -1.033734 4.612330 0.07 0.37 -0.08
H -5.073551 1.791993 2.308793 -0.16 0.02 0.24
H -3.649333 1.749099 -4.766583 0.10 0.05 -0.25
H 0.461252 0.805052 -4.709231 0.08 0.10 -0.10
H 0.301560 -5.611468 1.927912 -0.08 0.11 -0.03
H 2.985550 -3.286354 -3.647005 0.23 -0.32 0.40
H -0.004014 -5.780607 -0.970963 0.31 -0.16 0.14
H 1.796362 -2.011734 -1.815561 0.13 -0.06 0.01
H 4.323915 -3.654358 0.974989 -0.37 0.03 0.06
H -0.940897 2.770416 2.707783 0.25 0.14 0.15
H 5.232219 -1.470187 0.039597 0.17 -0.14 -0.14
H -1.557779 -2.154957 -2.559934 0.28 -0.43 0.28
H 4.529174 2.726165 0.745131 -0.83 -0.20 0.22
H -4.642335 -3.710239 2.862440 0.02 0.45 0.12
H -6.377355 -2.592835 1.549032 0.01 -0.06 -0.03
H 2.695520 1.687420 -0.641883 0.03 0.10 0.11
H -3.991760 -3.322248 1.323012 0.22 -0.11 -0.31
```
Positions in Å, forces in eV/Å.

Summary:
Multiplicity: 6
HOMO (alpha / beta) in eV: -11.717 / -12.685
Charge: +2
Molecular weight in g/mol: 826.710